[1]
{"formula": "C30H30N7OPtS2Si", "method": "ωB97M-V/def2-TZVPD", "species": ["Pt", "S", "S", "Si", "O", "N", "N", "N", "N", "N", "N", "N", "C", "C", "C", "C", "C", "C", "C", "C", "C", "C", "C", "C", "C", "C", "C", "C", "C", "C", "C", "C", "C", "C", "C", "C", "C", "C", "C", "C", "C", "C", "H", "H", "H", "H", "H", "H", "H", "H", "H", "H", "H", "H", "H", "H", "H", "H", "H", "H", "H", "H", "H", "H", "H", "H", "H", "H", "H", "H", "H", "H"], "coordinates": [[0.090, -0.338, 0.454], [2.509, 0.068, 1.608], [0.724, 2.646, 0.112], [2.343, -0.283, -2.714], [-1.695, 1.763, 0.543], [1.090, -0.859, -1.681], [0.086, -2.513, -0.471], [-1.157, -0.966, 1.924], [-1.606, -1.741, 3.925], [-0.631, -4.335, 10.087], [4.491, 6.917, 2.154], [6.715, 3.874, 3.780], [0.691, -2.126, -1.641], [-2.512, -0.887, 2.118], [1.753, -0.006, -4.494], [-0.636, -1.466, 3.019], [3.801, -1.491, -2.768], [-0.334, 1.805, 2.558], [-0.405, -3.743, -0.320], [0.821, -3.093, -2.680], [-0.206, -2.024, 5.882], [-2.317, 2.981, 0.908], [3.042, 1.348, -2.117], [2.163, 2.816, 1.123], [-0.992, -3.336, 7.735], [-0.316, -4.706, -1.309], [2.904, 1.742, 1.686], [4.089, 2.099, 2.371], [4.527, 3.402, 2.496], [-2.809, -1.377, 3.349], [0.000, -2.559, 7.137], [-0.788, -3.886, 9.040], [-0.382, 1.519, 1.055], [-1.059, -4.066, 0.994], [2.604, 4.128, 1.264], [-1.400, -2.278, 5.211], [-2.191, -3.580, 7.063], [4.176, 5.815, 2.050], [5.739, 3.665, 3.209], [3.776, 4.454, 1.932], [0.318, -4.352, -2.507], [-2.390, -3.059, 5.801], [-3.303, -3.277, 5.265], [-1.243, 1.421, 3.030], [0.550, -1.394, 5.434], [1.286, -2.811, -3.614], [3.584, -2.424, -3.288], [-0.365, -3.881, 1.816], [-3.152, -0.471, 1.362], [4.674, 1.298, 2.800], [-1.664, 3.837, 0.713], [0.950, 0.733, -4.512], [-1.371, -5.109, 1.031], [2.261, 2.098, -2.016], [-2.954, -4.188, 7.528], [-2.612, 2.993, 1.962], [2.005, 4.922, 0.840], [3.784, 1.715, -2.831], [-0.717, -5.696, -1.149], [4.105, -1.738, -1.748], [0.417, -1.633, 3.174], [0.531, 1.313, 3.004], [4.653, -1.021, -3.265], [3.520, 1.232, -1.143], [1.368, -0.920, -4.952], [-0.270, 2.875, 2.762], [0.406, -5.077, -3.308], [-1.934, -3.432, 1.150], [0.924, -2.364, 7.662], [-3.741, -1.462, 3.877], [-3.211, 3.065, 0.292], [2.567, 0.365, -5.121]], "homo_ev": -3.91, "de_lowest_ev": 0.583, "orbital_gap_ev": 5.0776, "e_lumo_ev": 1.17, "charge": -1, "e_tot_ha": -2825.01409}

[2]
{"formula": "C5H14", "method": "ωB97M-V/def2-TZVPD", "species": ["C", "C", "C", "C", "C", "H", "H", "H", "H", "H", "H", "H", "H", "H", "H", "H", "H", "H", "H"], "coordinates": [[-1.067, -0.366, -1.944], [0.928, -0.752, 2.678], [-0.510, 0.043, -3.314], [0.399, 0.703, 2.726], [-0.083, 0.173, -0.827], [-0.680, 0.679, -0.171], [-0.086, 0.943, 1.865], [0.066, 1.111, -3.001], [0.541, -0.508, -0.233], [-1.283, 0.005, -3.952], [-2.039, 0.154, -1.696], [0.266, -1.471, 2.310], [-0.940, -1.499, -1.883], [-0.386, 0.905, 3.475], [1.921, -0.791, 2.163], [0.250, -0.782, -3.536], [1.126, 1.516, 3.017], [0.524, 0.965, -1.480], [1.053, -1.027, 3.803]], "homo_ev": -11.09, "de_lowest_ev": 2.306, "orbital_gap_ev": 12.2433, "e_lumo_ev": 1.15, "smiles": "CCC.CC", "e_tot_ha": -198.80442}

[3]
{"formula": "C39H36ClCuN3Si2", "method": "ωB97M-V/def2-TZVPD", "species": ["Cu", "Cl", "Si", "Si", "N", "N", "N", "C", "C", "C", "C", "C", "C", "C", "C", "C", "C", "C", "C", "C", "C", "C", "C", "C", "C", "C", "C", "C", "C", "C", "C", "C", "C", "C", "C", "C", "C", "C", "C", "C", "C", "C", "C", "C", "C", "C", "H", "H", "H", "H", "H", "H", "H", "H", "H", "H", "H", "H", "H", "H", "H", "H", "H", "H", "H", "H", "H", "H", "H", "H", "H", "H", "H", "H", "H", "H", "H", "H", "H", "H", "H", "H"], "coordinates": [[-0.080, -0.394, -0.374], [3.965, 0.544, -4.246], [2.061, 1.599, -4.059], [0.195, -0.991, -5.947], [0.473, 1.499, 0.215], [1.705, -0.907, 0.285], [1.546, 0.598, 2.108], [0.742, -2.666, -4.031], [-1.212, -1.421, -4.716], [2.147, -0.507, 1.493], [1.020, 2.537, -8.029], [-1.902, -0.556, 0.857], [1.154, 1.257, -7.473], [-1.720, 3.718, -4.349], [3.838, -2.222, 1.558], [-0.089, 3.842, 0.173], [-1.369, 4.943, -4.909], [-1.265, -2.079, -0.772], [-0.258, 3.064, -8.210], [1.517, -1.498, -4.007], [1.965, -4.222, -8.047], [0.723, 2.862, 2.200], [-1.401, 2.311, -7.921], [-0.592, -2.672, -4.425], [-0.017, -2.319, -8.494], [0.622, 2.965, -4.439], [2.399, -1.884, -0.357], [1.331, -4.166, -9.299], [0.943, -0.202, -4.247], [0.341, -3.208, -9.510], [0.646, -2.338, -7.253], [0.094, 2.614, -0.458], [0.888, 1.660, 1.486], [0.197, 3.962, 1.541], [1.667, -3.287, -7.049], [3.425, -2.586, 0.270], [-2.222, 0.009, -0.413], [0.012, 0.538, -7.093], [-0.694, 2.828, -3.978], [-1.835, -0.934, -1.416], [-0.495, -0.233, -4.348], [3.208, -1.143, 2.162], [-1.299, -1.833, 0.641], [-0.027, 5.197, -5.206], [0.941, 4.183, -5.068], [-1.263, 1.020, -7.382], [1.941, 4.319, -5.480], [2.101, -2.069, -1.399], [-2.404, 2.713, -8.088], [-2.157, 0.403, -7.202], [-2.106, -0.102, 1.823], [-2.003, -0.829, -2.476], [2.702, -5.004, -7.865], [-2.721, 0.959, -0.600], [-1.153, -3.600, -4.539], [1.608, -4.868, -10.097], [0.006, 4.893, 2.060], [2.245, -3.312, -6.113], [1.916, 0.813, 3.025], [1.918, 3.123, -8.279], [-0.885, -2.965, -1.274], [-0.162, -3.154, -10.479], [-1.091, 0.664, -4.308], [-0.825, -1.612, -8.685], [1.222, -3.616, -3.796], [-0.367, 4.085, -8.563], [2.577, -1.613, -3.817], [0.259, 6.177, -5.582], [2.911, 2.772, -4.058], [3.504, -0.747, 3.132], [1.028, 2.884, 3.248], [-0.466, 4.675, -0.420], [-0.992, 2.044, -3.264], [3.877, -3.424, -0.261], [1.820, 1.505, -2.565], [-0.040, 2.500, -1.536], [-2.126, 5.708, -5.052], [4.612, -2.772, 2.069], [-2.761, 3.493, -4.119], [2.159, 0.823, -7.344], [-2.252, -1.356, -4.973], [-0.977, -2.525, 1.414]], "homo_ev": [-5.81, -5.81], "de_lowest_ev": 6.548, "spin_multiplicity": 2, "orbital_gap_ev": [4.8953, 4.9447], "e_lumo_ev": [-0.91, -0.86], "e_tot_ha": -4351.45269}